{
  "formula": "CH4N2O2",
  "method": "ωB97M-V/def2-TZVPD",
  "de_lowest_kj_mol": 261.7,
  "smiles": "NN(O)C=O",
  "orbital_gap_ev": 10.3,
  "e_homo_ev": -9.5,
  "energy_ev": -8173.9736,
  "lumo_ha": 0.0277,
  "elements": ["N", "N", "O", "C", "O", "H", "H", "H", "H"],
  "coordinates": [[-0.2770, 1.0796, -0.5672], [0.5361, 0.0447, -0.0676], [0.9165, 0.4018, 1.2097], [-0.0959, -1.2358, -0.0166], [-0.6725, -1.7583, -0.9264], [-0.4340, 1.0150, -1.6332], [-1.1688, 0.9979, -0.1750], [1.0869, 1.2797, 1.1875], [0.1087, -1.8246, 0.9887]],
  "forces_ev_per_angstrom": [[0.83, 0.51, -3.16], [-1.08, -0.91, -1.26], [-0.59, -4.45, 1.56], [1.12, -1.36, 1.76], [-0.12, 0.75, -0.03], [0.88, -0.17, 2.33], [-1.84, -0.10, 0.84], [0.97, 4.45, -0.44], [-0.18, 1.29, -1.59]]
}

{
  "formula": "C28H41N3O2PtSb",
  "method": "ωB97M-V/def2-TZVPD",
  "de_lowest_kj_mol": 96.9,
  "orbital_gap_ev": [7.1, 7.1],
  "total_charge": 3,
  "e_homo_ev": [-16.9, -16.9],
  "energy_ev": -48024.3803,
  "lumo_ha": [-0.3581, -0.3580],
  "elements": ["Pt", "N", "C", "C", "C", "N", "C", "C", "N", "C", "H", "H", "H", "H", "H", "H", "H", "H", "H", "H", "H", "H", "H", "H", "H", "H", "C", "O", "C", "C", "O", "C", "H", "H", "H", "H", "H", "H", "H", "H", "H", "H", "C", "C", "C", "C", "C", "C", "Sb", "C", "C", "C", "C", "C", "C", "C", "C", "C", "C", "C", "C", "H", "H", "H", "H", "H", "H", "H", "H", "H", "H", "H", "H", "H", "H", "H"],
  "coordinates": [[-0.0441, 0.4217, 0.6091], [2.5375, 0.8702, -1.5528], [3.3955, 1.8017, -0.7302], [2.7050, 3.1519, -0.5768], [1.6176, 3.2262, 0.4964], [0.3460, 2.5762, 0.0695], [2.1038, 2.6405, 1.8201], [2.7405, 1.2602, 1.7276], [1.7106, 0.1499, 1.6845], [3.7746, 1.1772, 0.6074], [2.3272, 1.2843, -2.4641], [1.6334, 0.6781, -1.0800], [2.9946, -0.0343, -1.7235], [4.2958, 1.9127, -1.3360], [2.3343, 3.5180, -1.5387], [3.4898, 3.8567, -0.2915], [1.4104, 4.2871, 0.6539], [0.1258, 2.7790, -0.9040], [-0.4123, 2.9857, 0.6123], [1.2925, 2.6499, 2.5497], [2.8744, 3.3077, 2.2126], [3.2729, 1.0714, 2.6632], [1.4039, 0.0133, 2.6480], [2.1720, -0.7257, 1.4654], [4.1735, 0.1670, 0.4902], [4.6248, 1.7724, 0.9530], [-2.0066, 3.7158, 2.4867], [-1.0612, 2.6382, 2.5236], [-1.2983, 1.7324, 3.5968], [-2.4735, 0.8182, 3.3735], [-2.2300, -0.0295, 2.2492], [-3.4319, -0.7409, 1.9273], [-2.2278, 4.0713, 3.4938], [-2.9361, 3.4153, 1.9989], [-1.5504, 4.5330, 1.9284], [-1.4397, 2.2911, 4.5263], [-0.3832, 1.1427, 3.7078], [-3.3845, 1.4014, 3.2008], [-2.6377, 0.1991, 4.2609], [-3.9369, -1.0580, 2.8405], [-3.1591, -1.6261, 1.3554], [-4.1177, -0.1095, 1.3534], [3.6063, -3.6306, -2.9618], [3.7752, -3.0880, -1.6934], [2.6864, -2.5360, -1.0320], [1.4274, -2.5262, -1.6381], [1.2620, -3.0876, -2.9053], [2.3573, -3.6330, -3.5640], [-0.2549, -1.7702, -0.6578], [-1.7772, -3.1570, -0.3921], [-2.9218, -3.0606, -1.1824], [-3.9235, -4.0090, -1.0377], [-3.7763, -5.0411, -0.1202], [-2.6301, -5.1336, 0.6597], [-1.6213, -4.1929, 0.5274], [-1.0486, -0.1373, -1.7028], [-0.5544, 0.4391, -2.8820], [-1.0357, 1.6679, -3.2945], [-1.9783, 2.3664, -2.5253], [-2.4587, 1.8218, -1.3545], [-2.0029, 0.5589, -0.9344], [4.4504, -4.0711, -3.4751], [4.7450, -3.1204, -1.2151], [2.8213, -2.1642, -0.0245], [0.2884, -3.1225, -3.3806], [2.2323, -4.0733, -4.5439], [-3.0470, -2.2623, -1.9044], [-4.8143, -3.9475, -1.6475], [-4.5571, -5.7821, -0.0167], [-2.5206, -5.9440, 1.3675], [-0.7332, -4.2800, 1.1422], [0.1560, -0.0999, -3.4993], [-0.7053, 2.0877, -4.2369], [-2.3563, 3.3174, -2.8771], [-3.2216, 2.3384, -0.7862], [-2.4942, 0.0794, -0.0998]],
  "forces_ev_per_angstrom": [[0.77, 0.27, -1.95], [-0.14, -0.16, -0.19], [0.02, -0.06, -0.13], [0.08, 0.03, 0.05], [0.05, 0.00, -0.07], [-0.11, -0.11, 0.70], [0.02, 0.08, 0.09], [-0.07, -0.21, 0.08], [-0.37, 0.33, 0.39], [0.08, 0.17, 0.02], [0.03, -0.01, 0.01], [-0.02, -0.03, 0.06], [-0.02, 0.01, 0.06], [0.02, 0.11, 0.10], [-0.02, -0.03, -0.04], [-0.04, 0.03, 0.01], [0.01, -0.03, 0.03], [0.06, -0.11, -0.05], [0.05, 0.00, 0.10], [-0.01, 0.00, -0.02], [-0.02, 0.04, 0.02], [0.07, 0.11, -0.06], [-0.11, 0.03, 0.02], [0.06, -0.05, -0.17], [-0.05, -0.07, -0.06], [0.02, -0.07, 0.03], [0.02, -0.01, 0.00], [-0.21, 0.10, 0.12], [0.10, -0.03, 0.04], [0.00, 0.05, -0.11], [-0.16, 0.13, 0.19], [0.13, -0.12, 0.06], [0.01, 0.02, 0.00], [-0.02, 0.00, 0.03], [-0.02, 0.01, -0.02], [-0.03, -0.03, 0.02], [-0.02, -0.03, -0.01], [0.00, 0.02, 0.02], [0.03, 0.07, 0.04], [-0.01, -0.07, -0.03], [-0.03, 0.02, -0.04], [-0.03, 0.00, 0.03], [0.07, -0.02, -0.01], [-0.04, 0.04, -0.02], [-0.03, 0.05, -0.01], [0.10, -0.09, -0.24], [-0.02, 0.03, 0.02], [-0.05, 0.02, -0.01], [-0.20, -0.37, 0.63], [-0.10, -0.28, -0.12], [-0.02, 0.08, -0.03], [0.01, -0.03, 0.04], [0.00, 0.02, -0.01], [-0.03, -0.01, 0.00], [0.06, 0.04, 0.05], [-0.07, -0.06, -0.04], [0.07, 0.18, -0.08], [0.14, -0.18, -0.04], [-0.16, 0.06, 0.17], [-0.01, 0.14, -0.19], [0.29, 0.13, 0.38], [0.01, 0.00, 0.00], [0.00, 0.00, 0.02], [0.01, 0.02, 0.13], [-0.02, -0.01, 0.00], [-0.03, 0.00, -0.01], [0.02, -0.01, -0.02], [0.00, 0.01, -0.01], [-0.01, 0.00, 0.01], [0.01, 0.01, 0.01], [0.02, 0.01, -0.01], [-0.01, -0.03, -0.02], [0.00, -0.01, -0.01], [0.00, 0.01, 0.00], [0.00, -0.01, 0.03], [-0.17, -0.12, 0.03]]
}

{
  "formula": "C3H6N2O5",
  "method": "ωB97M-V/def2-TZVPD",
  "de_lowest_kj_mol": 94.9,
  "smiles": "CO[C@](O)(C(N)=O)[N+](=O)[O-]",
  "orbital_gap_ev": 9.3,
  "e_homo_ev": -9.9,
  "energy_ev": -16421.8489,
  "lumo_ha": -0.0200,
  "elements": ["C", "O", "C", "O", "C", "N", "O", "N", "O", "O", "H", "H", "H", "H", "H", "H"],
  "coordinates": [[-2.1161, -0.2920, 0.4108], [-0.9078, 0.2919, -0.0592], [0.3106, -0.3219, 0.2754], [0.4124, -0.8893, 1.4940], [1.4459, 1.0834, -0.0631], [0.7813, 1.9844, -0.8658], [2.4976, 1.1144, 0.5072], [0.7245, -1.3434, -0.6461], [1.4725, -2.2488, -0.2007], [0.4693, -1.2726, -1.8343], [-2.1250, -1.3689, -0.0799], [-2.8908, 0.3827, -0.0017], [-2.1719, -0.2492, 1.5591], [1.0441, -1.6705, 1.4761], [-0.2462, 1.9049, -0.9001], [1.2995, 2.8947, -1.0717]],
  "forces_ev_per_angstrom": [[-0.03, -1.50, 0.06], [1.21, -0.64, 0.78], [0.49, 3.26, 0.45], [-0.06, 0.36, 1.03], [-2.14, -1.12, 0.87], [1.69, 0.84, 0.41], [-0.43, 0.09, -0.90], [1.98, -3.20, -3.01], [-1.05, 1.24, -0.18], [-0.39, 0.51, 0.84], [-0.69, 1.99, 1.44], [0.23, -0.77, 0.17], [0.11, -0.51, -1.79], [-0.79, 1.18, -0.51], [1.17, 0.12, -0.14], [-1.29, -1.87, 0.49]]
}

{
  "formula": "C5H11N3",
  "method": "ωB97M-V/def2-TZVPD",
  "de_lowest_kj_mol": 799.0,
  "smiles": "N[C@]12CNC[C@]1(N)C2",
  "orbital_gap_ev": 8.6,
  "e_homo_ev": -7.9,
  "energy_ev": -9825.6252,
  "lumo_ha": 0.0238,
  "elements": ["N", "C", "C", "N", "C", "C", "N", "C", "H", "H", "H", "H", "H", "H", "H", "H", "H", "H", "H"],
  "coordinates": [[2.1306, -0.2271, -0.1616], [0.7605, 0.3185, 0.5177], [-0.0400, -0.7135, 1.2629], [-0.4662, -1.6626, 0.0828], [-0.4534, -0.8284, -1.0996], [-0.3969, 0.5796, -0.3883], [-1.8168, 0.8884, 0.0840], [0.6239, 1.7218, -0.0111], [1.9242, -1.3270, -0.2531], [2.3950, 0.1954, -1.0104], [-1.1264, -0.1561, 1.4922], [0.2974, -1.3569, 2.0183], [-1.4109, -2.1245, 0.0437], [-1.4230, -0.5664, -1.6385], [0.2544, -1.1099, -1.9891], [-1.9083, 2.1460, 0.2397], [-2.4500, 0.0814, -0.4979], [0.1531, 2.6073, 0.4344], [1.3964, 2.1515, -0.5650]],
  "forces_ev_per_angstrom": [[-3.83, -3.62, 3.41], [2.46, -0.86, 0.35], [-3.87, 0.70, -0.13], [-0.42, -0.42, -0.80], [-0.67, 2.65, -3.12], [0.37, 1.93, -3.42], [0.86, 1.20, -0.77], [-2.86, -0.68, 0.66], [0.95, 3.32, -0.22], [-0.27, 0.45, -1.34], [3.18, -1.34, 0.56], [0.87, -0.50, 1.18], [1.45, 0.63, 1.30], [0.57, -1.72, 0.33], [-0.84, 0.63, 2.02], [-0.50, -5.54, -1.42], [1.43, 4.19, 1.96], [-0.35, -0.73, 0.58], [1.48, -0.29, -1.15]]
}